No. 1
A molecular structure, C23H24Br2ClN6OSn, computed with ωB97M-V/def2-TZVPD.

Structure (XYZ):
```
58
Properties=species:S:1:pos:R:3:forces:R:3
Sn 0.7930 0.3202 -0.0768 0.3938 -0.1814 -0.3883
Cl -2.5035 -3.2482 -5.9084 -0.0072 -0.0570 -0.0577
C -2.0419 -2.2496 -4.6501 0.0023 0.0605 0.0602
C -3.0105 -1.4506 -3.9870 0.0444 -0.0112 -0.0151
C -2.6252 -0.6552 -2.9592 0.0230 0.0009 0.0311
C -1.2536 -0.6091 -2.5169 -0.0257 0.0726 0.0680
O -0.9413 0.1109 -1.5231 -0.1636 0.0843 -0.0030
C -0.2721 -1.3833 -3.2386 0.1154 0.0084 0.0605
C 1.1608 -1.2714 -2.9971 -0.1291 0.0296 -0.1405
N 1.7506 -0.7149 -2.0049 0.0493 -0.1331 0.3373
C 3.1820 -0.6402 -2.0303 -0.1059 -0.0704 0.0093
C 4.0072 -1.4892 -2.7201 0.0383 -0.1434 -0.0109
C 5.4001 -1.2761 -2.7496 -0.0468 0.0237 -0.0155
C 5.9530 -0.2164 -2.0888 -0.0018 -0.0114 0.0228
C 5.1327 0.6423 -1.3197 0.0626 0.0485 -0.0312
C 5.6383 1.7363 -0.5817 0.0214 -0.0258 -0.0089
C 4.7885 2.5166 0.1550 -0.0190 -0.0087 0.0314
C 3.4308 2.1836 0.1803 -0.0151 0.0567 -0.0290
N 2.9185 1.1836 -0.5174 -0.0871 0.1360 0.0397
C 3.7454 0.4129 -1.2803 0.0168 0.1079 0.0879
C -0.6801 -2.1852 -4.2714 -0.0015 -0.0833 -0.0586
H -4.0396 -1.4862 -4.3192 0.0027 -0.0173 0.0032
H -3.3375 -0.0294 -2.4385 0.0115 0.0077 -0.0027
H 1.7718 -1.6609 -3.8101 0.0021 -0.0215 0.0090
H 3.6107 -2.3542 -3.2369 0.0121 0.0176 -0.0136
H 6.0252 -1.9578 -3.3091 -0.0087 -0.0006 -0.0041
H 7.0181 -0.0295 -2.1340 0.0004 -0.0206 0.0275
H 6.7019 1.9407 -0.5984 -0.0053 0.0198 -0.0264
H 5.1457 3.3633 0.7229 -0.0092 -0.0123 0.0173
H 2.7413 2.7545 0.7938 -0.0006 0.0168 -0.0155
H 0.0370 -2.7897 -4.8141 -0.0211 0.0439 -0.0651
Br 0.7009 -2.5897 1.8269 0.0038 -0.0180 -0.0811
C 2.1976 -2.1202 2.9637 0.0076 0.0326 -0.0433
Br 2.5146 -0.2208 2.9709 0.0624 0.0042 0.0462
H 3.0783 -2.6134 2.5746 -0.0037 -0.0106 -0.0110
H 1.9652 -2.4372 3.9719 -0.0361 0.0050 0.0057
C -2.8478 -0.4389 1.5927 0.1247 0.1082 0.0455
N -4.1056 -0.2308 2.2980 -0.2069 -0.2305 -0.1341
C -3.8707 -0.0906 3.7310 0.0981 0.1492 0.0499
N -2.9741 1.0739 3.8922 -0.0885 -0.0936 -0.4134
C -1.6814 0.8404 3.2350 0.1131 0.0469 0.0805
N -1.8975 0.6872 1.7872 -0.3633 -0.0051 0.1060
C -2.5646 1.9287 1.3473 0.1093 0.0562 0.0341
N -3.8120 2.1350 2.0813 0.0615 -0.3619 0.0224
C -4.7296 1.0083 1.8416 0.0311 0.0573 0.0376
C -3.5942 2.3461 3.5107 -0.0072 0.2487 0.3255
H -3.0493 -0.5316 0.5258 -0.0083 -0.0296 -0.0060
H -2.3815 -1.3587 1.9456 0.0061 0.0017 0.0124
H -3.3825 -0.9794 4.1277 0.0463 0.0291 0.0221
H -4.8018 0.0850 4.2653 -0.0152 0.0212 -0.0181
H -1.2401 -0.0719 3.6360 -0.0368 0.0009 0.0507
H -1.0188 1.6824 3.4338 -0.0256 0.0273 -0.0026
H -2.7901 1.8471 0.2844 -0.0501 0.0473 -0.0023
H -1.9061 2.7826 1.5084 0.0052 0.0005 0.0216
H -4.9310 0.9415 0.7733 -0.0098 0.0519 -0.0082
H -5.6663 1.1792 2.3690 0.0032 0.0015 0.0133
H -4.5332 2.4947 4.0380 -0.0285 -0.0462 -0.0258
H -2.9258 3.1835 3.6977 0.0589 -0.0316 -0.0469
```
Forces are in eV/Å.

Calculated values
* orbital gap (spin up / spin down): 5.53 / 5.45 eV
* charge: +3
* highest occupied orbital energy (spin up / spin down): -16.581 / -16.487 eV



No. 2
A molecular structure, C23H24Br5ILaN4O2S in a non-equilibrium geometry, computed with ωB97M-V/def2-TZVPD.

Structure (XYZ):
```
61
Properties=species:S:1:pos:R:3:forces:R:3
La 0.1957 -0.2432 0.6629 0.4031 3.4709 0.3401
C -1.0757 2.1607 3.2047 -0.1586 0.0995 0.0145
C 0.3828 1.8926 3.5505 0.1605 -0.0338 0.0044
N 0.8380 0.5373 3.1933 0.0738 -0.0713 0.1727
C 0.5417 -0.5277 4.1763 -0.1199 0.0952 -0.0674
C -0.9357 -0.8834 4.3170 0.0368 0.0309 0.2520
S -1.8043 -1.2640 2.7681 0.0186 -0.2118 -0.0073
C -3.0987 -0.0032 2.6621 -0.1795 0.1320 0.0823
C -2.8241 1.1970 1.7485 0.0783 -0.0299 0.2537
N -1.4437 1.7041 1.8543 -0.0228 -0.0848 0.0119
H -1.2665 3.2316 3.3209 0.0210 0.0060 0.0249
H -1.7235 1.6722 3.9270 0.0130 -0.0333 -0.0290
H 0.5326 2.0948 4.6173 -0.0140 0.0040 0.0233
H 1.0225 2.6002 3.0163 -0.0345 -0.0103 -0.0742
H 1.8520 0.5662 3.1393 0.0412 0.0402 0.0315
H 0.9147 -0.2486 5.1680 -0.0171 0.0172 0.0442
H 1.0929 -1.4095 3.8531 -0.0072 -0.0509 -0.0662
H -1.4962 -0.1188 4.8530 0.0125 0.0092 -0.0223
H -0.9871 -1.7801 4.9340 -0.0293 -0.0243 -0.0082
H -3.3397 0.3076 3.6790 0.0384 0.0221 -0.0079
H -3.9926 -0.5095 2.2991 0.0291 -0.0394 -0.0438
H -3.5554 1.9708 2.0062 -0.0476 0.0347 -0.0678
H -2.9929 0.9219 0.7062 0.0044 -0.0485 -0.0317
H -1.3587 2.4840 1.2123 0.0124 0.0553 -0.0382
Br 0.6433 -7.3239 1.2619 0.0500 -0.1812 0.0476
C 0.0957 -5.6029 0.7695 -0.0072 0.2246 -0.0062
C -0.9900 -5.4206 -0.0859 0.0757 0.1984 0.0387
Br -1.9263 -6.8869 -0.7779 -0.0871 -0.1483 -0.0605
C -1.3854 -4.1237 -0.4311 0.0959 -0.0661 0.0806
Br -2.8370 -3.7630 -1.5706 -0.0553 -0.0362 -0.0382
C -0.7032 -3.0265 0.0678 -0.6073 0.6874 -0.3797
O -1.0689 -1.7422 -0.2234 -0.5374 -2.2720 -0.5895
C 0.4059 -3.2088 0.9041 0.7750 0.7350 0.5835
O 1.0646 -2.0881 1.3381 -0.1653 -2.5103 0.0998
C 0.7881 -4.4899 1.2638 -0.1049 -0.1486 -0.0884
Br 2.2514 -4.6384 2.4333 0.0458 -0.0385 0.0371
N 4.0773 -0.4560 -4.7172 -0.1060 0.0048 0.0992
C 3.4576 -0.4171 -3.5135 0.2507 0.0231 -0.3423
C 3.6814 0.6419 -2.6196 -0.0336 -0.1895 0.0963
C 3.0299 0.6240 -1.4135 0.0393 0.2438 0.0386
N 2.1558 -0.3151 -1.0277 0.3574 -0.0080 -0.2999
C 1.9712 -1.3369 -1.8826 0.0660 -0.1226 -0.0089
C 2.5849 -1.4357 -3.1055 -0.0489 -0.0207 0.0475
H 4.7339 0.2531 -4.9850 0.0132 0.0180 0.0234
H 3.9509 -1.2290 -5.3438 -0.0224 -0.0392 0.0183
H 4.3718 1.4411 -2.8542 -0.0102 -0.0208 -0.0147
H 3.2251 1.4211 -0.7051 -0.0588 0.0365 0.0018
H 1.3077 -2.1349 -1.5612 -0.0497 0.0597 0.0269
H 2.3952 -2.2969 -3.7336 0.0133 0.0450 0.0014
Br 0.5130 3.0351 -0.8035 0.0638 -0.0625 0.2162
C -0.4356 3.2581 -2.4315 -0.0480 0.1689 -0.2009
C -0.3503 4.5213 -2.9973 -0.1150 -0.0482 -0.1761
C -1.0112 4.7700 -4.1911 0.0576 0.0748 0.0615
C -1.7453 3.7662 -4.8025 -0.0386 -0.0858 -0.0304
C -1.8239 2.5064 -4.2281 0.0583 0.3056 -0.0732
C -1.1657 2.2395 -3.0301 0.0276 0.7375 -0.3827
I -1.3524 0.3641 -2.2715 -0.2377 -0.8804 0.2864
H 0.2252 5.2973 -2.5116 -0.0123 -0.0231 -0.0061
H -0.9501 5.7524 -4.6405 0.0026 -0.0195 0.0189
H -2.2621 3.9607 -5.7332 0.0120 -0.0068 0.0220
H -2.4007 1.7313 -4.7158 0.0290 -0.0139 0.0601
```
Forces are in eV/Å.

Calculated values
* orbital gap: 7.24 eV
* charge: +1
* highest occupied orbital energy: -9.802 eV



No. 3
A molecular structure, C23H24BrClN4O2ReSe in a non-equilibrium geometry, computed with ωB97M-V/def2-TZVPD.

Structure (XYZ):
```
57
Properties=species:S:1:pos:R:3:forces:R:3
Re -0.1217 0.2732 -0.0272 1.0023 2.2833 -0.0596
Br -2.6972 -0.4818 0.3804 0.3873 0.0235 0.0670
C -1.6257 -2.0405 0.7373 -0.2027 -0.2057 0.0574
C -2.0599 -3.2159 1.3004 -0.0621 0.2732 -0.1350
C -1.0815 -4.1801 1.5447 0.0974 0.1783 -0.1435
C 0.2436 -3.9069 1.2334 -0.1216 0.1070 -0.0344
C 0.5652 -2.6941 0.6487 0.3964 -0.6172 0.0397
N -0.3658 -1.7788 0.3887 -0.2168 -0.1700 0.1332
H -3.0970 -3.3729 1.5564 -0.0356 0.0056 -0.0137
H -1.3623 -5.1306 1.9730 -0.0143 -0.0419 0.0943
H 1.0240 -4.6172 1.4474 0.0863 -0.1136 -0.0281
H 1.5820 -2.4409 0.3781 0.0090 0.0140 -0.0077
Se 0.2681 2.6531 -0.0987 -0.2584 -0.8799 0.2439
C -1.0002 3.7825 0.7875 -0.0907 -0.2782 -0.1348
C -0.8261 5.1584 0.6631 0.3509 -0.0823 -0.2025
C -1.7591 5.9908 1.2674 0.5008 -0.3220 -0.2988
N -2.7676 5.4957 1.9450 -0.9670 1.1921 0.5787
C -2.9428 4.2079 2.0877 0.3772 -0.9111 -0.1746
C -2.0700 3.2852 1.5177 -0.1684 -0.0222 0.0829
H 0.0137 5.5629 0.1179 0.0439 0.0786 -0.0608
H -1.6878 7.0680 1.2040 0.0649 0.0423 -0.0385
H -3.7976 3.8929 2.6718 -0.0227 -0.0858 0.0284
H -2.2208 2.2265 1.6615 -0.0021 -0.1054 0.0005
Cl 6.9020 -0.1628 4.6606 0.0603 -0.0435 0.0595
C 5.4617 -0.1203 3.7440 -0.3852 0.0599 -0.2914
C 4.2500 -0.4931 4.3325 0.2333 -0.0327 0.0012
C 3.0864 -0.4178 3.6001 -0.0078 0.1662 -0.3138
C 3.1308 0.0023 2.2665 -0.0389 0.0520 0.0316
C 4.3495 0.3506 1.6709 -0.2006 -0.0205 0.0810
C 5.5091 0.3032 2.4113 0.1192 -0.0997 0.2592
C 1.9098 0.1035 1.4814 1.5623 -0.0957 0.4163
O 0.7533 0.1719 1.9771 -1.6652 -0.2365 -0.4663
O 1.9720 0.1322 0.2041 -0.7855 0.1129 -0.9688
H 4.2354 -0.8438 5.3525 0.0247 0.0391 0.0965
H 2.1366 -0.6802 4.0367 -0.0987 -0.0482 0.1481
H 4.3600 0.6886 0.6437 0.0875 -0.0269 -0.0045
H 6.4586 0.5873 1.9832 0.0263 0.0249 -0.0375
C -1.0563 1.2351 -2.8803 -0.5126 0.9427 -0.5034
C -0.9916 1.1520 -4.4342 -0.2060 0.0556 0.3110
N -0.2145 0.0020 -4.7966 0.0745 -0.1614 -1.2197
C 1.1452 0.1327 -4.3507 0.0591 0.0027 0.2872
C 1.1326 0.2435 -2.7991 1.0707 0.1090 -0.1486
N -0.2522 0.1477 -2.2901 0.0057 0.0107 1.7167
C -0.8467 -1.1256 -2.7310 -0.3972 -0.9762 -0.4635
C -0.8012 -1.2048 -4.2904 -0.1112 -0.1381 0.2417
H -2.0834 1.1395 -2.5212 0.0710 0.0450 0.1001
H -0.6573 2.1957 -2.5463 -0.0762 -0.2146 0.0399
H -0.5210 2.0446 -4.8480 -0.0744 -0.0148 0.0326
H -1.9914 1.0609 -4.8594 0.0239 0.0547 0.0087
H 1.5928 1.0168 -4.8057 0.0095 -0.0317 0.0691
H 1.7122 -0.7401 -4.6780 0.0110 0.0684 0.0563
H 1.5458 1.2032 -2.4744 -0.0455 -0.1372 0.0725
H 1.7251 -0.5571 -2.3502 -0.0659 0.0968 0.1062
H -1.8842 -1.1594 -2.3890 0.1409 -0.0256 0.1218
H -0.2902 -1.9580 -2.2945 -0.0368 0.1282 0.0842
H -1.8053 -1.3175 -4.7022 0.0409 -0.0339 0.0529
H -0.2014 -2.0556 -4.6155 -0.0673 0.0057 0.0292
```
Forces are in eV/Å.

Calculated values
* orbital gap (spin up / spin down): 5.18 / 5.16 eV
* charge: +2
* multiplicity: 2
* highest occupied orbital energy (spin up / spin down): -14.006 / -13.989 eV
* expectation value of S²: 0.8117



No. 4
C23H24BrN3O3 in the gas phase, computed with ωB97M-V/def2-TZVPD.

Structure (XYZ):
```
54
Properties=species:S:1:pos:R:3:forces:R:3
C 4.0870 0.9028 -5.5972 0.2242 0.0663 -0.1135
O 2.8558 0.4224 -5.1083 -0.3412 -0.0595 0.2170
C 2.4273 0.8489 -3.8879 -0.2588 -0.0426 0.2567
C 3.1259 1.7144 -3.0539 0.1821 -0.0185 -0.2903
C 2.6145 2.0654 -1.8183 -0.2704 -0.1050 0.1000
C 1.3868 1.5734 -1.3852 0.2431 -0.0898 -0.5147
C 0.8274 1.8509 -0.0742 -0.0266 0.2963 0.4793
C 1.2052 2.7994 0.7855 -0.1438 -0.1033 -0.2804
C 0.5273 2.9951 2.0935 0.0532 -0.1627 -0.0452
O 0.2164 4.0908 2.5183 0.0301 0.2537 0.0223
N 0.2791 1.8422 2.7585 -0.1232 -0.4502 0.1919
C -0.4567 1.7839 3.9984 -0.0679 0.1821 0.1580
C -1.4616 0.6795 3.9981 -0.0805 -0.1889 -0.1049
C -1.7749 -0.2240 3.0043 0.0737 0.2094 0.1935
N -2.7377 -1.0336 3.4924 0.3476 0.4051 -0.0879
C -3.3670 -2.1406 2.8337 -0.1397 -0.3999 -0.1638
N -3.0628 -0.7093 4.7385 -0.4719 -0.1756 0.6074
C -2.3080 0.3230 5.0721 0.1910 -0.0629 -0.3955
C -2.3929 0.9704 6.4066 -0.0141 -0.0579 -0.0699
C 0.6817 0.7251 -2.2432 0.1591 0.2222 0.0317
C 1.1832 0.3486 -3.4699 0.0973 -0.0421 -0.2722
C 0.4487 -0.5992 -4.3878 0.3220 0.0922 -0.2912
O -0.7293 -1.1517 -3.8445 -0.1881 0.1119 0.0908
C -0.6478 -1.9778 -2.7732 -0.1230 -0.3829 0.3502
C -1.8713 -2.3770 -2.2259 0.2086 0.1921 -0.2285
C -1.9153 -3.1869 -1.1121 0.1153 -0.0618 0.0973
C -0.7274 -3.6099 -0.5369 0.0534 -0.1473 0.2491
Br -0.7784 -4.6982 1.0297 0.0263 0.0906 -0.1905
C 0.4921 -3.2450 -1.0748 -0.1633 -0.1348 0.1744
C 0.5350 -2.4307 -2.1927 -0.0755 0.1578 -0.3451
H 4.2115 0.4434 -6.5763 0.0441 0.0611 0.0662
H 4.9191 0.6077 -4.9504 -0.0469 0.0222 -0.0145
H 4.0772 1.9913 -5.7068 -0.0032 -0.0407 0.0215
H 4.0809 2.1139 -3.3559 0.0925 0.0167 -0.0492
H 3.1887 2.7187 -1.1805 0.0958 0.0605 0.0762
H 0.0005 1.2043 0.1990 -0.0839 -0.0225 0.0974
H 1.9516 3.5381 0.5367 0.0944 0.0912 -0.0417
H 0.6375 0.9738 2.3963 0.0869 0.1504 -0.0564
H -0.9451 2.7567 4.1222 0.1303 -0.1237 0.0373
H 0.2322 1.6479 4.8457 -0.1043 0.1210 -0.0955
H -1.4032 -0.3475 2.0062 0.0768 -0.0171 -0.2199
H -4.1698 -2.4934 3.4771 0.0267 0.0459 -0.0497
H -2.6546 -2.9530 2.6730 -0.0634 0.0433 -0.0156
H -3.7791 -1.8286 1.8723 -0.0041 -0.0233 0.0428
H -3.1523 0.4728 7.0021 -0.0376 0.0154 0.0943
H -2.6498 2.0236 6.3012 -0.0265 0.0823 0.0881
H -1.4348 0.9066 6.9216 0.0288 0.0341 0.1102
H -0.2861 0.3602 -1.9324 -0.0577 -0.0713 0.0339
H 0.1137 -0.0566 -5.2779 0.0983 -0.1476 0.0781
H 1.1359 -1.3882 -4.7236 -0.1386 0.0554 0.0237
H -2.7794 -2.0277 -2.6907 -0.1137 0.0485 -0.0598
H -2.8623 -3.4860 -0.6898 -0.0687 -0.0251 0.0221
H 1.4105 -3.5867 -0.6223 0.0525 -0.0224 0.0347
H 1.4948 -2.1437 -2.5905 0.0827 0.0515 -0.0502
```
Forces are in eV/Å.

Calculated values
* orbital gap: 8.77 eV
* structure (SMILES): COc1ccc(/C=C/C(=O)NCc2cn(C)nc2C)cc1COc1ccc(Br)cc1
* highest occupied orbital energy: -8.458 eV



Relative energy (zero: lowest compared OMol25 entry of this formula, charge and spin) in eV, matching the order above: 0.149; 0.000; 0.627; 0.125